(1)
Molecular formula: C23H64BO21
Method: DFT, ωB97M-V/def2-TZVPD

Structure (ORCA input):
```
! wB97M-V def2-TZVPD RIJCOSX def2/J DEFGRID3
* xyz -1 1
O -3.472 -0.877 1.038
C -2.699 -0.497 0.152
O -2.034 0.641 0.157
B -0.957 0.594 -0.862
O -1.192 -0.766 -1.478
C -2.182 -1.391 -0.949
O -2.613 -2.545 -1.198
O 0.442 0.623 -0.426
C 1.077 1.737 -0.916
O 2.203 2.185 -0.634
C 0.020 2.524 -1.755
O -1.084 1.738 -1.812
O 0.118 3.678 -2.202
C 1.252 6.353 2.715
O 0.858 6.443 4.070
H 0.418 6.073 2.072
H 1.460 7.388 2.447
H 2.127 5.782 2.405
H 0.268 5.697 4.200
C -7.061 -7.210 -1.939
O -6.625 -8.120 -0.887
H -6.806 -7.509 -2.955
H -8.144 -7.095 -1.990
H -6.698 -6.225 -1.645
H -6.678 -7.652 -0.050
C -5.483 3.433 3.832
O -4.374 4.250 3.691
H -5.550 2.876 2.897
H -5.402 2.837 4.741
H -6.383 3.980 4.114
H -4.597 4.996 3.130
C 1.802 -4.774 0.534
O 2.705 -4.565 1.555
H 2.384 -5.388 -0.154
H 0.886 -5.309 0.785
H 1.706 -3.869 -0.065
H 3.214 -3.788 1.311
C -4.520 2.649 -5.347
O -5.696 3.124 -5.858
H -4.171 1.772 -5.892
H -3.824 3.482 -5.449
H -4.672 2.357 -4.309
H -5.459 3.835 -6.458
C 6.433 3.263 4.360
C 5.834 2.496 5.584
O 6.899 2.203 6.509
H 6.843 4.195 4.749
H 5.931 3.586 3.448
H 7.253 2.784 3.824
H 5.332 1.619 5.174
H 5.083 3.083 6.112
H 6.731 2.382 7.437
C 8.104 -1.073 0.758
C 6.778 -1.647 0.385
O 5.777 -1.226 1.243
H 8.825 -1.693 0.225
H 8.221 -1.146 1.839
H 8.215 -0.002 0.586
H 6.879 -2.725 0.509
H 6.616 -1.605 -0.692
H 5.660 -0.286 1.084
C -9.019 -1.693 -2.201
C -7.900 -0.838 -2.834
O -8.577 0.090 -3.700
H -9.639 -2.238 -2.913
H -9.666 -1.018 -1.641
H -8.679 -2.496 -1.546
H -7.202 -1.466 -3.388
H -7.298 -0.199 -2.188
H -7.998 0.749 -4.089
C 6.967 6.600 -3.679
C 7.108 7.143 -2.300
O 7.186 6.101 -1.359
H 7.450 5.633 -3.823
H 7.740 7.103 -4.260
H 5.994 6.659 -4.167
H 6.220 7.709 -2.020
H 8.034 7.714 -2.237
H 6.378 5.586 -1.421
C -1.006 -0.320 5.920
C 0.135 0.497 5.263
O -0.336 1.576 4.487
H -1.561 -0.739 5.081
H -1.568 0.334 6.586
H -0.536 -1.140 6.464
H 0.818 -0.164 4.729
H 0.645 1.040 6.059
H -0.878 1.253 3.764
C -3.326 -6.349 3.831
C -2.825 -7.786 3.455
O -3.735 -8.835 3.836
H -3.040 -5.966 4.810
H -4.408 -6.244 3.754
H -2.935 -5.536 3.219
H -1.856 -8.013 3.899
H -2.760 -7.910 2.374
H -3.394 -9.347 4.573
C 0.550 -2.767 -7.042
C 0.419 -1.357 -6.565
O 1.344 -0.519 -7.286
H 0.064 -3.441 -6.337
H 1.582 -3.075 -7.210
H 0.212 -2.774 -8.079
H 0.717 -1.143 -5.539
H -0.545 -0.862 -6.680
H 1.292 0.430 -7.146
O 4.983 0.006 -4.650
H 4.365 -0.427 -5.239
H 4.505 0.765 -4.316
*
```

Output
Frontier orbital gap: 9.45 eV
E_HOMO: -7.586 eV
E_LUMO: 1.868 eV
Energy relative to the best compared isomer or geometry (same formula, charge and spin): 154.7 kcal per mole
DFT total energy: -68562.835 eV
Maximum force: 4.15 eV/Å

Atom charges from the Mulliken analysis, given in e for atoms 1 to 99:
1 O -0.64
2 C 0.64
3 O -0.44
4 B 0.88
5 O -0.53
6 C 0.62
7 O -0.70
8 O -0.37
9 C 0.58
10 O -0.67
11 C 0.63
12 O -0.40
13 O -0.63
14 C -0.51
15 O -0.50
16 H 0.23
17 H 0.24
18 H 0.22
19 H 0.32
20 C -0.46
21 O -0.50
22 H 0.24
23 H 0.24
24 H 0.20
25 H 0.30
26 C -0.53
27 O -0.48
28 H 0.24
29 H 0.20
30 H 0.27
31 H 0.29
32 C -0.47
33 O -0.50
34 H 0.27
35 H 0.21
36 H 0.18
37 H 0.31
38 C -0.45
39 O -0.50
40 H 0.21
41 H 0.30
42 H 0.14
43 H 0.31
44 C -1.09
45 C -0.06
46 O -0.53
47 H 0.28
48 H 0.36
49 H 0.30
50 H 0.19
51 H 0.25
52 H 0.30
53 C -0.99
54 C -0.31
55 O -0.47
56 H 0.31
57 H 0.28
58 H 0.31
59 H 0.28
60 H 0.29
61 H 0.29
62 C -1.07
63 C -0.05
64 O -0.53
65 H 0.29
66 H 0.28
67 H 0.35
68 H 0.23
69 H 0.24
70 H 0.28
71 C -1.00
72 C -0.18
73 O -0.53
74 H 0.34
75 H 0.30
76 H 0.30
77 H 0.22
78 H 0.26
79 H 0.29
80 C -0.86
81 C -0.34
82 O -0.44
83 H 0.28
84 H 0.25
85 H 0.31
86 H 0.29
87 H 0.25
88 H 0.27
89 C -0.97
90 C -0.14
91 O -0.55
92 H 0.28
93 H 0.29
94 H 0.31
95 H 0.28
96 H 0.21
97 H 0.29
98 C -1.02
99 C -0.01



(2)
Molecular formula: C23H64O9
Method: DFT, ωB97M-V/def2-TZVPD

Structure (ORCA input):
```
! wB97M-V def2-TZVPD RIJCOSX def2/J DEFGRID3
* xyz 0 1
C -0.552 -4.736 3.640
C 0.774 -4.906 2.908
C 1.309 -3.619 2.299
O 1.800 -5.512 3.775
H -0.845 -5.678 4.114
H -1.319 -4.485 2.925
H -0.489 -3.964 4.380
H 0.649 -5.609 2.083
H 1.604 -2.911 3.087
H 0.632 -3.118 1.623
H 2.197 -3.816 1.702
H 1.994 -4.988 4.578
C -3.928 -3.803 0.779
C -2.922 -3.388 -0.229
C -3.361 -2.141 -0.965
O -1.590 -3.177 0.417
H -4.911 -4.083 0.413
H -4.015 -3.101 1.605
H -3.528 -4.698 1.235
H -2.700 -4.205 -0.930
H -2.626 -1.908 -1.774
H -3.414 -1.204 -0.377
H -4.335 -2.228 -1.481
H -1.738 -2.456 1.053
C 3.960 3.736 -1.634
C 4.016 2.271 -1.339
C 3.243 1.905 -0.089
O 3.385 1.551 -2.440
H 4.459 4.360 -0.909
H 2.948 4.103 -1.770
H 4.438 3.944 -2.564
H 5.021 1.885 -1.273
H 3.380 0.838 0.102
H 2.162 2.075 -0.156
H 3.586 2.457 0.789
H 3.988 1.613 -3.183
C 4.451 -3.142 -0.860
C 4.503 -1.791 -1.495
C 5.176 -1.787 -2.839
O 3.182 -1.298 -1.595
H 3.851 -3.874 -1.415
H 4.030 -3.107 0.163
H 5.446 -3.545 -0.704
H 4.991 -1.034 -0.809
H 6.203 -2.119 -2.825
H 5.134 -0.772 -3.310
H 4.681 -2.464 -3.547
H 3.269 -0.410 -1.990
C -0.386 5.151 -1.806
C -0.083 4.412 -0.475
C -0.821 5.003 0.682
O -0.546 3.077 -0.524
H -1.447 5.111 -2.093
H 0.151 4.804 -2.683
H -0.108 6.191 -1.709
H 1.007 4.415 -0.294
H -1.897 5.049 0.452
H -0.453 6.011 0.903
H -0.616 4.404 1.536
H -0.178 2.651 -1.349
C -5.155 1.055 1.614
C -4.380 1.640 2.732
C -3.212 2.555 2.222
O -5.191 2.399 3.579
H -4.538 0.462 0.936
H -5.720 1.768 0.993
H -5.926 0.352 1.963
H -3.937 0.845 3.323
H -3.560 3.522 1.838
H -2.711 2.046 1.407
H -2.467 2.687 3.018
H -4.954 3.343 3.522
C 0.447 -0.190 -3.767
C 0.003 1.278 -3.746
C -1.456 1.408 -3.405
O 0.690 2.045 -2.729
H -0.204 -0.791 -4.435
H 0.348 -0.660 -2.785
H 1.453 -0.335 -4.157
H 0.216 1.769 -4.732
H -1.714 2.474 -3.291
H -1.651 0.925 -2.430
H -2.101 0.982 -4.181
H 1.648 1.909 -2.708
C -1.793 -1.181 3.638
O -1.944 -1.058 2.241
H -0.731 -1.260 3.926
H -2.251 -0.302 4.123
H -2.294 -2.046 4.054
H -1.396 -0.267 2.009
C 0.401 -0.189 0.144
O -0.019 0.783 1.068
H 1.019 -0.917 0.641
H -0.446 -0.742 -0.307
H 1.017 0.187 -0.667
H -0.301 1.566 0.544
*
```

Output
Frontier orbital gap: 9.87 eV
SMILES: CC(C)O.CC(C)O.CC(C)O.CC(C)O.CC(C)O.CC(C)O.CC(C)O.CO.CO
E_HOMO: -9.664 eV
E_LUMO: 0.205 eV
Energy relative to the best compared isomer or geometry (same formula, charge and spin): 0.0 kcal per mole
DFT total energy: -43315.925 eV
Maximum force: 2.44 eV/Å

Taken from the Mulliken analysis, the atomic charges in e are:
1 C -0.87
2 C 0.32
3 C -0.30
4 O -0.60
5 H 0.36
6 H 0.04
7 H 0.28
8 H 0.22
9 H 0.33
10 H -0.09
11 H 0.05
12 H 0.33
13 C -1.37
14 C 0.54
15 C -0.52
16 O -0.45
17 H 0.45
18 H 0.16
19 H 0.34
20 H 0.31
21 H 0.14
22 H -0.38
23 H 0.52
24 H 0.17
25 C -1.50
26 C 0.62
27 C -0.75
28 O -0.59
29 H 0.45
30 H 0.17
31 H 0.44
32 H 0.40
33 H 0.18
34 H -0.19
35 H 0.51
36 H 0.21
37 C -1.45
38 C 1.01
39 C -1.33
40 O -0.22
41 H 0.36
42 H 0.19
43 H 0.42
44 H 0.13
45 H 0.42
46 H 0.24
47 H 0.31
48 H -0.09
49 C -1.41
50 C 1.02
51 C -1.64
52 O -0.13
53 H 0.34
54 H 0.29
55 H 0.45
56 H -0.02
57 H 0.25
58 H 0.47
59 H 0.41
60 H -0.03
61 C -1.13
62 C 1.36
63 C -1.10
64 O -0.61
65 H -0.07
66 H 0.33
67 H 0.39
68 H -0.30
69 H 0.56
70 H -0.10
71 H 0.37
72 H 0.35
73 C -1.18
74 C 0.82
75 C -1.32
76 O -0.49
77 H 0.46
78 H 0.08
79 H 0.28
80 H 0.21
81 H 0.26
82 H 0.11
83 H 0.49
84 H 0.21
85 C -0.91
86 O -0.02
87 H 0.24
88 H 0.30
89 H 0.37
90 H 0.13
91 C 0.55
92 O -0.62
93 H 0.17
94 H -0.11
95 H -0.34
96 H 0.36



(3)
Molecular formula: C23H64O9
Method: DFT, ωB97M-V/def2-TZVPD

Structure (ORCA input):
```
! wB97M-V def2-TZVPD RIJCOSX def2/J DEFGRID3
* xyz 0 1
C -1.442 -1.292 3.765
C -0.062 -1.020 3.241
O 0.776 -2.128 3.510
H -2.219 -0.528 3.718
H -1.343 -1.601 4.806
H -1.834 -2.181 3.272
H 0.347 -0.206 3.839
H 0.042 -0.759 2.188
H 1.589 -2.044 3.006
C -0.832 -3.369 -1.110
C -2.211 -2.682 -1.335
O -2.589 -3.006 -2.652
H -0.958 -4.427 -1.343
H -0.544 -3.263 -0.064
H -0.056 -3.099 -1.826
H -2.173 -1.599 -1.222
H -2.934 -3.016 -0.591
H -2.040 -2.405 -3.161
C 2.482 0.020 2.726
C 2.695 -0.698 4.054
O 2.789 -2.098 3.822
H 1.488 -0.261 2.377
H 3.321 -0.227 2.075
H 2.551 1.102 2.841
H 1.881 -0.516 4.754
H 3.622 -0.362 4.519
H 2.313 -2.635 4.461
C 0.678 -1.384 -0.135
C 0.451 0.007 -0.570
O -0.527 0.573 0.227
H -0.234 -1.964 -0.277
H 0.903 -1.379 0.932
H 1.387 -2.016 -0.669
H 0.220 0.016 -1.635
H 1.297 0.670 -0.389
H -0.495 1.530 0.159
C 1.121 5.192 -0.144
C 2.198 4.255 -0.835
C 1.910 2.788 -0.647
O 2.329 4.382 -2.247
H 0.891 4.848 0.864
H 0.189 5.248 -0.706
H 1.618 6.147 0.024
H 3.146 4.407 -0.319
H 1.650 2.621 0.399
H 2.782 2.173 -0.870
H 1.136 2.292 -1.232
H 2.226 5.327 -2.382
C 2.435 -2.482 1.128
C 3.930 -2.877 1.401
C 4.691 -2.719 0.103
O 4.603 -2.101 2.441
H 2.430 -1.417 0.897
H 1.824 -2.594 2.023
H 2.161 -3.087 0.263
H 3.950 -3.926 1.696
H 5.124 -1.719 0.078
H 4.213 -3.009 -0.832
H 5.508 -3.438 0.148
H 4.065 -2.058 3.235
C -0.051 -1.163 -3.890
C -1.310 -0.289 -3.876
C -1.678 0.241 -5.305
O -2.339 -0.955 -3.189
H 0.870 -0.699 -4.243
H -0.123 -2.141 -4.365
H 0.189 -1.390 -2.851
H -1.046 0.501 -3.172
H -0.926 0.954 -5.643
H -2.592 0.818 -5.163
H -1.897 -0.593 -5.972
H -3.188 -0.523 -3.310
C -4.447 0.908 1.900
C -3.467 -0.182 1.361
C -3.814 -0.575 -0.048
O -2.153 0.338 1.331
H -5.404 0.387 1.872
H -4.566 1.708 1.169
H -4.190 1.395 2.841
H -3.448 -1.049 2.021
H -4.777 -1.077 -0.146
H -3.123 -1.300 -0.477
H -3.899 0.262 -0.741
H -1.581 -0.213 0.790
C -1.231 4.227 -1.142
C -1.482 2.804 -0.672
C -1.431 1.751 -1.842
O -0.440 2.485 0.218
H -2.001 4.685 -1.762
H -0.279 4.214 -1.673
H -1.129 4.857 -0.258
H -2.435 2.716 -0.150
H -1.997 2.063 -2.720
H -1.884 0.799 -1.565
H -0.424 1.641 -2.243
H -0.776 2.381 1.111
*
```

Output
Frontier orbital gap: 8.98 eV
E_HOMO: -8.637 eV
E_LUMO: 0.340 eV
Energy relative to the best compared isomer or geometry (same formula, charge and spin): 405.0 kcal per mole
DFT total energy: -43298.362 eV
Maximum force: 14.18 eV/Å

Taken from the Mulliken analysis, the atomic charges in e are:
1 C -1.84
2 C 1.02
3 O -0.84
4 H 0.12
5 H 0.53
6 H 0.34
7 H 0.17
8 H -0.02
9 H -0.37
10 C -1.35
11 C 0.79
12 O -0.77
13 H 0.48
14 H 0.36
15 H 0.15
16 H -0.58
17 H 0.59
18 H 0.33
19 C -0.34
20 C -1.10
21 O -0.62
22 H -0.01
23 H 0.43
24 H 0.61
25 H 0.40
26 H 0.43
27 H 0.36
28 C -1.93
29 C 1.71
30 O -1.14
31 H -1.58
32 H 0.71
33 H 1.80
34 H -0.41
35 H -0.19
36 H 0.32
37 C -1.30
38 C -0.33
39 C -0.55
40 O -0.58
41 H 0.25
42 H 0.34
43 H 0.52
44 H 0.44
45 H 0.22
46 H 0.48
47 H -0.12
48 H 0.38
49 C -0.32
50 C 0.08
51 C -1.63
52 O -0.75
53 H -0.50
54 H 1.12
55 H 0.88
56 H 0.41
57 H 0.32
58 H 0.34
59 H 0.46
60 H 0.43
61 C -1.69
62 C 1.28
63 C -1.59
64 O -0.41
65 H 0.33
66 H 0.45
67 H 0.31
68 H -0.09
69 H 0.32
70 H 0.42
71 H 0.41
72 H 0.25
73 C -1.73
74 C 0.97
75 C -0.75
76 O -0.46
77 H 0.44
78 H 0.32
79 H 0.32
80 H 0.41
81 H 0.63
82 H -0.69
83 H 0.07
84 H -0.42
85 C -2.01
86 C 0.90
87 C -1.63
88 O 0.52
89 H 0.49
90 H 0.35
91 H 0.42
92 H 0.09
93 H 0.58
94 H 0.44
95 H 0.73
96 H 0.82



(4)
Molecular formula: C23H65Ag2N4O8
Method: DFT, ωB97M-V/def2-TZVPD

Structure (ORCA input):
```
! wB97M-V def2-TZVPD RIJCOSX def2/J DEFGRID3
* xyz 3 3
Ag 2.739 6.105 4.340
Ag 1.568 8.813 -0.809
C 1.359 3.090 -0.198
O 1.547 4.348 0.420
H 1.608 2.961 -1.251
H 1.771 2.269 0.390
H 0.292 2.955 -0.373
C -7.281 -4.020 1.894
C -6.283 -4.571 0.913
C -5.361 -3.417 0.473
O -4.452 -3.802 -0.602
C -3.685 -2.749 -1.104
N -5.619 -5.597 1.735
H -7.054 -3.302 2.683
H -7.912 -4.790 2.338
H -7.980 -3.486 1.252
H -6.775 -5.085 0.087
H -4.894 -2.809 1.248
H -6.039 -2.701 0.007
H -4.293 -1.900 -1.418
H -3.096 -3.122 -1.942
H -2.833 -2.428 -0.505
H -5.327 -5.129 2.581
H -4.736 -5.662 1.247
C 5.789 -6.688 -4.336
C 6.151 -5.384 -3.800
C 5.103 -4.312 -4.165
O 5.522 -3.188 -3.418
C 4.897 -2.077 -3.868
N 6.297 -5.516 -2.337
H 5.658 -6.717 -5.417
H 4.833 -7.101 -4.014
H 6.595 -7.385 -4.107
H 7.096 -5.097 -4.263
H 4.096 -4.582 -3.849
H 5.096 -4.086 -5.231
H 5.062 -1.251 -3.176
H 3.822 -2.102 -4.042
H 5.224 -1.769 -4.861
H 6.348 -4.541 -2.082
H 5.410 -5.841 -1.978
C -0.897 -1.733 5.192
C -1.523 -1.876 6.594
C -1.352 -3.317 7.198
O -2.231 -4.199 6.478
C -1.788 -5.521 6.638
N -0.868 -0.932 7.445
H 0.186 -1.610 5.217
H -1.300 -0.795 4.810
H -1.227 -2.511 4.503
H -2.589 -1.652 6.642
H -1.483 -3.414 8.276
H -0.301 -3.583 7.084
H -0.900 -5.543 6.006
H -2.504 -6.299 6.372
H -1.604 -5.658 7.704
H -0.087 -1.431 7.847
H -1.362 -0.812 8.318
C -4.110 9.255 1.104
C -3.655 7.819 1.118
C -4.788 6.788 1.246
O -4.389 5.450 0.860
C -5.337 4.378 1.029
N -2.962 7.572 -0.113
H -4.305 9.555 2.134
H -5.039 9.361 0.545
H -3.500 10.087 0.752
H -3.027 7.553 1.968
H -5.661 7.043 0.645
H -5.091 6.944 2.281
H -6.145 4.362 0.297
H -5.839 4.435 1.995
H -4.870 3.416 0.819
H -2.882 6.568 -0.036
H -3.559 7.499 -0.924
C 7.864 4.378 -4.862
C 6.543 4.869 -5.453
O 6.549 6.311 -5.405
H 8.075 3.334 -5.092
H 7.817 4.436 -3.774
H 8.693 4.968 -5.253
H 5.697 4.481 -4.887
H 6.386 4.686 -6.516
H 5.666 6.670 -5.523
C 5.038 -2.749 2.241
C 4.577 -3.749 3.273
O 5.149 -3.587 4.557
H 4.504 -2.951 1.313
H 6.050 -3.056 1.977
H 5.095 -1.683 2.458
H 4.879 -4.774 3.057
H 3.496 -3.771 3.409
H 4.768 -2.752 4.838
C -1.511 2.945 -5.981
C -2.950 3.196 -6.391
O -2.919 4.075 -7.505
H -1.485 2.007 -5.427
H -1.113 3.711 -5.315
H -0.966 2.753 -6.905
H -3.441 3.702 -5.559
H -3.335 2.194 -6.579
H -2.399 4.823 -7.201
*
```

Output
Frontier orbital gap (alpha / beta): 1.91 / 1.38 eV
E_HOMO (alpha / beta): -12.859 / -12.859 eV
E_LUMO (alpha / beta): -10.952 / -11.483 eV
Energy relative to the best compared isomer or geometry (same formula, charge and spin): 150.9 kcal per mole
DFT total energy: -55203.037 eV
Expectation value of S²: 2.009
Maximum force: 4.81 eV/Å

Atom charges from the Mulliken analysis, given in e for atoms 1 to 99:
1 Ag 1.00
2 Ag 0.97
3 C -0.46
4 O -0.29
5 H 0.26
6 H 0.25
7 H 0.24
8 C -1.54
9 C 0.42
10 C -0.73
11 O -0.32
12 C -0.75
13 N -0.73
14 H 0.35
15 H 0.43
16 H 0.40
17 H 0.31
18 H 0.37
19 H 0.37
20 H 0.29
21 H 0.29
22 H 0.29
23 H 0.28
24 H 0.27
25 C -1.56
26 C 0.43
27 C -0.69
28 O -0.33
29 C -0.85
30 N -0.19
31 H 0.42
32 H 0.42
33 H 0.39
34 H 0.31
35 H 0.40
36 H 0.47
37 H 0.29
38 H 0.36
39 H 0.35
40 H 0.42
41 H 0.37
42 C -1.32
43 C 0.42
44 C -0.85
45 O -0.33
46 C -0.70
47 N -0.81
48 H 0.28
49 H 0.31
50 H 0.35
51 H 0.38
52 H 0.43
53 H 0.40
54 H 0.29
55 H 0.25
56 H 0.29
57 H 0.28
58 H 0.31
59 C -1.44
60 C 0.53
61 C -0.84
62 O -0.31
63 C -0.77
64 N -0.82
65 H 0.37
66 H 0.32
67 H 0.38
68 H 0.28
69 H 0.38
70 H 0.40
71 H 0.31
72 H 0.31
73 H 0.25
74 H 0.39
75 H 0.30
76 C -0.98
77 C -0.16
78 O -0.53
79 H 0.32
80 H 0.26
81 H 0.29
82 H 0.23
83 H 0.28
84 H 0.28
85 C -0.83
86 C -0.34
87 O -0.49
88 H 0.23
89 H 0.26
90 H 0.34
91 H 0.26
92 H 0.28
93 H 0.29
94 C -1.03
95 C -0.23
96 O -0.50
97 H 0.33
98 H 0.31
99 H 0.30